# C14H23AlGeNO4SSbSe5

A structure of composition C14H23AlGeNO4SSbSe5 (the ωB97M-V functional and the def2-TZVPD basis, the OMol25 dataset).

**Max |F|**: 0.015 Eh/bohr
**Lowest unoccupied orbital energy**: 3.77 eV
**HOMO energy**: -0.0716 Eh
**ΔE to the lowest compared entry with this formula, charge and spin**: 18.5 kJ/mol
**Gap between HOMO and LUMO**: 5.72 eV
**Charge**: -2
**Calculated total energy**: -15868.266074 a.u.

Each line ends with the Löwdin charge.
CARTESIAN COORDINATES (ANGSTROEM)
H 2.624 -1.534 1.824  0.116
C 8.010 -3.475 0.533  -0.066
H -2.111 0.731 2.349  0.009
H -4.810 2.204 -3.173  0.018
N 2.367 -0.003 0.323  -0.215
H 5.615 -4.761 0.427  0.103
H -5.138 3.820 -0.553  0.006
Se -2.192 5.023 -0.416  -0.166
H 8.677 -3.445 -0.332  0.075
H -5.396 3.061 1.026  0.020
C -4.616 1.281 -2.625  -0.215
C 0.563 -0.873 1.833  -0.592
C 4.275 -3.175 -0.117  -0.051
H -7.704 2.321 -1.628  0.007
H -7.896 1.446 -0.104  0.005
Al 0.756 1.136 0.104  -0.521
Ge -5.449 1.345 -0.863  0.721
O -0.179 -0.066 1.120  -0.138
C -5.038 -0.330 0.058  -0.654
S 2.571 -1.132 -0.811  0.559
H 2.350 0.116 2.398  0.119
C 5.283 -1.009 -0.404  -0.043
Se -0.117 1.855 -1.930  0.214
C 2.063 -0.617 1.638  -0.170
C 6.517 -1.548 -0.097  -0.047
C -7.408 1.423 -1.081  -0.242
C -3.152 0.614 2.059  -0.389
C 6.657 -2.904 0.203  -0.289
Se 1.669 5.557 -1.812  -0.291
H -3.811 2.984 0.225  -0.077
C -4.889 2.954 0.064  -0.285
H -5.659 -0.489 0.942  0.006
H -4.992 0.438 -3.208  0.011
C 4.161 -1.832 -0.419  -0.274
O 2.715 -0.474 -2.082  -0.313
H -3.536 1.177 -2.508  0.002
H 5.172 0.043 -0.632  0.123
H 8.494 -2.909 1.332  0.075
Se 0.968 3.125 1.386  0.172
Se -3.145 -0.546 0.505  0.879
Sb 0.025 4.141 -0.763  -0.222
H -7.775 0.552 -1.627  0.004
H 7.930 -4.513 0.857  0.067
H -3.564 1.588 1.812  -0.003
H 3.384 -3.788 -0.122  0.110
H 7.392 -0.906 -0.082  0.110
O 0.156 -1.682 2.640  0.060
H -3.713 0.151 2.870  0.017
O 1.633 -2.226 -0.691  -0.295
C 5.526 -3.706 0.188  -0.049
H -5.262 -1.143 -0.638  -0.001



# C53H54Ge2NOS5Ti

A structure of composition C53H54Ge2NOS5Ti (the ωB97M-V functional and the def2-TZVPD basis, the OMol25 dataset).

**Max |F|**: 0.015 Eh/bohr
**Lowest unoccupied orbital energy**: 2.33 eV
**HOMO energy**: -0.1630 Eh
**ΔE to the lowest compared entry with this formula, charge and spin**: 69.8 kJ/mol
**Gap between HOMO and LUMO**: 6.76 eV
**Charge**: -1
**Calculated total energy**: -9176.617062 a.u.

Each line ends with the Löwdin charge.
CARTESIAN COORDINATES (ANGSTROEM)
H 6.276 6.471 -1.153  0.085
C 8.262 3.390 3.320  -0.059
H 4.382 -3.415 -2.371  0.072
O -0.547 1.337 -1.027  -0.334
C 2.779 0.902 -6.517  -0.005
C 7.331 4.494 1.252  -0.015
H 6.827 2.358 -4.433  0.085
H 9.172 3.324 2.720  0.069
C 1.175 5.198 -1.954  -0.153
H 2.374 2.714 -8.621  0.076
C -0.129 4.892 -1.562  -0.224
H 4.276 3.856 -5.885  0.102
C 5.303 -0.227 -3.943  -0.217
C -1.520 -0.190 0.399  -0.651
C 2.877 8.099 -0.258  -0.083
Ge 3.556 3.241 -0.060  0.612
H 8.249 4.232 0.732  0.111
H 6.773 -0.360 -5.488  0.122
H 1.239 3.170 -7.357  0.069
C 2.123 5.943 -1.064  -0.224
H 7.496 5.184 -1.244  0.075
C 3.055 2.259 -6.626  -0.274
C 5.875 -1.632 1.869  -0.029
S 1.421 2.961 0.954  0.181
Ti 1.261 1.225 -0.450  -0.120
H 2.752 -1.721 -6.555  0.075
S -0.033 -0.282 1.188  0.689
H 4.253 -4.125 3.553  0.069
H 4.577 8.046 1.056  0.115
H -2.567 1.415 -2.307  0.110
H -2.256 2.523 -4.005  0.052
C 3.020 5.149 -3.690  -0.048
C 3.879 7.468 0.458  -0.053
C -3.846 0.068 -1.167  -0.061
S 1.331 -0.885 -2.482  0.110
H 2.775 9.178 -0.229  0.094
H 3.891 -4.277 1.220  0.117
H 1.217 7.807 -1.591  0.117
C 6.103 -1.174 0.582  -0.252
H 3.087 6.186 2.830  0.074
H 2.966 -3.544 -1.345  0.074
C -1.311 2.766 -4.495  -0.044
C 4.043 -3.732 -1.386  -0.030
H 5.864 4.214 4.273  0.119
H 8.296 -1.821 -4.174  0.099
H 6.120 0.939 0.248  0.063
C 5.999 4.481 3.228  -0.015
C 5.833 2.626 -4.063  -0.036
C 4.528 -3.415 1.042  -0.020
H 1.172 3.736 -5.015  0.103
S 2.641 2.210 -2.182  0.281
C 5.122 5.454 1.211  -0.198
Ge 3.203 -0.022 -1.919  -0.054
C 4.462 0.644 -4.825  -0.158
H 7.651 -2.480 -1.869  0.122
C 1.623 4.818 -3.231  -0.273
C 4.753 2.010 -4.914  -0.229
H 4.226 -2.439 4.067  0.081
H -1.543 3.219 -5.463  0.077
H 7.459 0.359 1.246  0.071
H 8.513 3.871 4.267  0.073
C 3.680 5.407 3.307  -0.031
C -0.475 3.678 -3.639  -0.270
S 3.081 -0.038 0.303  0.204
H -1.925 3.851 -2.079  0.114
H 3.323 6.153 -3.391  0.085
C 2.300 3.117 -7.608  -0.058
C 4.003 6.079 0.425  -0.253
H -0.782 1.828 -4.680  0.087
C 5.085 -2.750 2.120  -0.276
H -4.716 0.176 -1.797  0.102
C 3.475 0.077 -5.639  -0.204
C -2.707 0.750 -1.470  -0.004
C -0.926 4.124 -2.411  -0.028
C 6.512 -0.665 -4.480  -0.038
C -3.837 -0.767 -0.035  -0.078
H 3.737 4.452 -3.243  0.035
C 4.047 2.796 -5.817  -0.030
C 5.534 -1.872 -0.497  -0.194
H -1.609 5.992 -0.469  0.080
C -2.708 -0.892 0.723  -0.076
C 7.182 4.143 2.589  -0.272
H 2.443 -1.611 -4.811  0.013
H 7.939 2.370 3.548  0.075
C 6.320 5.142 0.555  -0.239
C 5.804 -1.412 -1.896  -0.215
H -2.676 -1.537 1.589  0.106
H 3.891 5.709 4.335  0.076
C 4.963 5.132 2.564  -0.219
H 3.059 4.508 3.340  0.072
C 7.361 -1.477 -3.747  -0.066
C -0.732 5.369 -0.266  -0.061
C 3.131 5.279 -0.338  -0.261
H 5.783 4.824 -1.503  0.058
C 4.934 -0.595 -2.639  -0.188
C 3.169 -1.396 -5.600  -0.045
H -4.727 -1.321 0.234  0.104
H 4.063 -1.987 -5.396  0.077
H 3.099 5.067 -4.775  0.060
H 2.688 4.137 -7.623  0.074
H 5.741 -3.338 4.090  0.074
C 6.484 5.425 -0.915  -0.032
H 2.011 0.461 -7.149  0.119
C 4.813 -3.190 3.533  -0.056
C 4.738 -2.994 -0.270  -0.229
C 6.841 0.123 0.376  -0.028
H 5.756 3.714 -4.070  0.068
H 4.209 -4.809 -1.298  0.078
C 2.007 7.330 -1.018  -0.049
H -1.050 4.521 0.341  0.056
H 7.479 0.107 -0.508  0.074
N -1.611 0.619 -0.690  -0.160
H 5.772 2.284 -3.027  0.076
C 7.002 -1.845 -2.463  -0.036
C 0.795 4.069 -4.052  -0.041
H -0.028 5.948 0.327  0.069
H 6.296 -1.078 2.705  0.118



# CHClNO2S

A cluster of 2 separate species, CHClNO2S in total (the ωB97M-V functional and the def2-TZVPD basis, the OMol25 dataset).

**Max |F|**: 0.037 Eh/bohr
**Lowest unoccupied orbital energy (spin up / spin down)**: 2.66 / 2.58 eV
**HOMO energy (spin up / spin down)**: -0.1585 / -0.1505 Eh
**ΔE to the lowest compared entry with this formula, charge and spin**: 120.8 kJ/mol
**Gap between HOMO and LUMO (spin up / spin down)**: 6.98 / 6.68 eV
**Charge**: -1
**Calculated total energy**: -1102.347392 a.u.

Each line ends with the Löwdin charge.
CARTESIAN COORDINATES (ANGSTROEM)
C -0.239 -0.678 -0.053  -0.790
Cl 2.773 0.028 0.090  -0.129
S 0.095 1.924 0.018  0.514
O -1.570 -0.424 0.171  0.004
N 0.474 0.425 -0.386  -0.638
H -1.687 0.540 0.233  -0.001
O 0.156 -1.815 -0.072  0.039



# C4H5NOS

An isolated molecule of C4H5NOS (the ωB97M-V functional and the def2-TZVPD basis, the OMol25 dataset).

**Max |F|**: 0.157 Eh/bohr
**SMILES**: CC(=O)[C@@H](S)C#N
**Lowest unoccupied orbital energy**: -0.06 eV
**HOMO energy**: -0.3757 Eh
**ΔE to the lowest compared entry with this formula, charge and spin**: 244.5 kJ/mol
**Gap between HOMO and LUMO**: 10.16 eV
**Charge**: 0
**Calculated total energy**: -683.514809 a.u.

Each line ends with the Löwdin charge.
CARTESIAN COORDINATES (ANGSTROEM)
S -1.273 -1.281 0.289  0.794
H 2.318 0.106 1.701  0.094
H -0.190 -0.183 -1.660  0.085
N -1.442 2.066 -0.070  0.172
C -0.182 -0.129 -0.640  -0.577
C -0.638 1.257 -0.425  -0.251
H 0.512 0.170 1.622  0.085
O 2.157 -0.541 -0.814  0.057
C 1.477 0.520 1.152  -0.041
C 1.218 -0.108 -0.080  -0.534
H 1.736 1.697 0.919  0.185
H -2.420 -0.674 -0.240  -0.069



max |F| of number 1 (C14H23AlGeNO4SSbSe5)? 0.015 Eh/bohr